Density functional theory data (the ωB97M-V functional and the def2-TZVPD basis) for a structure of composition C25H32AgAsN5O3Si at a distorted geometry.

Cartesian coordinates (Å):
1 N 2.7731 2.2572 2.2592
2 N 3.4257 0.8886 -1.5260
3 H -3.7232 -1.1927 0.5510
4 C -1.5801 -1.6077 3.5647
5 C -0.9564 -4.6241 -0.3167
6 H 0.6653 -4.6674 -2.6304
7 H 0.1497 5.7731 -2.9715
8 C -1.2536 4.5928 0.6517
9 H -2.2258 -2.9570 2.0036
10 C -1.6296 -2.0718 2.2159
11 H -0.9180 -4.0347 -2.9637
12 H -1.1124 6.3459 -1.7844
13 O 2.9309 -0.3189 3.8598
14 C 1.8499 4.3917 -0.2168
15 Si -0.9437 -1.7715 -0.6627
16 C 4.2909 0.2497 -2.3719
17 H -2.2763 4.5097 0.1069
18 C 1.2766 -3.3296 -0.3952
19 C 5.5708 1.0110 -0.7061
20 H 1.7720 4.6709 0.8311
21 C 4.2420 1.3033 -0.4813
22 H -0.0897 0.7158 0.7840
23 C -0.6385 5.4979 -2.2671
24 C -2.7031 -1.7487 -1.2443
25 H 1.9530 -2.5744 -0.7684
26 O -0.2002 2.5738 -1.4039
27 C 1.8785 1.4572 4.5145
28 N 2.2524 0.2135 4.7899
29 H -1.2741 -4.2700 0.6997
30 H -1.3257 4.9135 -2.8726
31 C -4.0158 -2.2155 -3.2241
32 Ag 1.2843 0.9850 -1.6003
33 H -1.3955 0.1872 4.8532
34 C -3.8679 -1.5370 -0.4887
35 H -0.5155 1.5555 3.0800
36 C -1.0995 -1.2716 1.2324
37 H 0.4876 -2.9630 -3.0109
38 H -1.9167 -2.2098 4.3855
39 H -0.4099 -5.6089 -0.3185
40 H -1.9199 -4.7718 -0.8282
41 C -1.2271 -0.3119 3.8309
42 H 6.4960 1.2144 -0.0661
43 O -0.0463 -0.7904 -1.4947
44 H 2.2688 3.3546 -0.2402
45 H 6.3693 -0.1994 -2.2838
46 H 3.7624 1.9112 0.3742
47 H -5.9608 -1.6560 -0.4013
48 C 0.0023 -3.8291 -2.4994
49 C -0.5929 0.0257 1.4954
50 H -1.0519 5.5768 1.1529
51 C -0.7920 0.5256 2.7965
52 C -0.1965 -3.4763 -0.9798
53 H 3.9175 -0.3743 -3.2079
54 As 0.0379 4.2016 -0.8716
55 H 2.4136 5.1060 -0.8586
56 H -4.1272 -2.2331 -4.2799
57 C -5.0645 -1.8736 -1.0498
58 H -1.9256 -1.7137 -3.3177
59 C -2.7840 -1.8742 -2.6427
60 C 2.4235 1.9996 3.3462
61 N 5.5548 0.1677 -1.8356
62 N 0.0469 2.6281 5.8999
63 C 0.8925 2.0293 5.3521
64 C -5.1043 -2.3563 -2.3398
65 H 1.2049 -3.0518 0.6091
66 H -6.0479 -2.7705 -2.7077
67 H -1.1842 3.7380 1.3332
68 H 1.9037 -4.3152 -0.4429

Atoms 1-2, force components in eV/Å:
N -0.277 0.214 1.783
N 3.568 -1.113 -1.044

Calculated values
Energy ... -112750.2412 eV
LUMO energy (spin up / spin down) ... 2.11 / 2.11 eV
Charge ... -1
HOMO level (spin up / spin down) ... -0.1805 / -0.1805 hartree

Atom charges from the Löwdin analysis, given in e for atoms 1 to 4: number 1, N, carries 0.153; number 2, N, carries -0.079; number 3, H, carries 0.107; number 4, C, carries -0.097